# 1
2 unconnected molecules or ions with the total composition C2H2O4P. Source: the OMol25 dataset; level of theory: wB97M-V/def2-TZVPD.

Atoms and positions in Å:
P1 -0.391 -0.213 1.280
O1 1.187 0.960 -0.569
O2 -1.167 0.638 0.155
C1 3.505 -0.110 0.102
O3 3.674 -0.700 -0.879
H1 -0.391 0.941 -0.512
O4 3.855 0.469 1.078
H2 0.034 -1.260 0.544
C2 1.452 0.205 0.317

Computed properties:
F_max in eV Å⁻¹: 3.38
HOMO in Ha: -0.1012
E_tot in hartree: -719.74425
Gap between HOMO and LUMO in eV: 6.84
Net charge: -1
Lowest unoccupied orbital energy in eV: 4.086

# 2
A molecular structure, C50H36BiO5P2S. Source: the OMol25 dataset; level of theory: wB97M-V/def2-TZVPD.

Atoms and positions in Å:
C1 2.688 1.984 0.033
C2 4.347 -1.898 -3.651
H1 -5.471 -4.512 -3.451
H2 -5.500 -3.038 3.672
H3 5.766 5.098 0.383
C3 4.643 3.317 0.807
Bi1 -0.185 -2.159 0.398
C4 2.678 4.462 0.337
C5 -4.185 -4.369 -1.741
H4 4.006 -1.801 -4.673
H5 -2.693 -0.030 4.853
H6 0.838 5.493 -0.066
C6 3.427 -3.901 2.667
H7 -4.826 0.435 0.666
C7 3.479 0.809 0.224
O1 0.100 -1.583 2.378
H8 -4.474 -0.546 -2.216
C8 3.436 -1.858 3.928
C9 -4.150 -1.541 4.402
C10 4.786 0.952 0.650
C11 1.371 4.552 -0.046
C12 -2.646 3.076 -3.225
C13 0.717 3.369 -0.438
C14 -4.887 3.797 -2.657
C15 -0.537 2.028 -2.991
S1 0.448 0.696 -0.952
C16 -4.387 -1.615 -2.073
H9 -3.431 5.005 -3.794
C17 -2.770 -0.461 2.760
C18 -0.394 -2.374 3.337
C19 -4.743 -2.310 3.414
H10 3.760 6.303 0.038
H11 -4.807 -2.781 1.324
C20 3.976 -1.573 -1.286
P1 2.870 -0.907 -0.002
C21 3.364 -1.125 2.752
O2 -1.900 -4.236 3.576
H12 -5.638 -2.065 -3.750
O3 -1.262 -3.686 1.502
C22 -1.283 -3.544 2.820
C23 6.009 -2.607 -2.066
C24 -0.935 1.366 -1.850
H13 -5.840 3.529 -3.113
C25 -3.016 0.619 -0.426
C26 -3.073 2.351 -2.092
C27 -3.167 -0.613 4.076
H14 -0.311 3.440 -0.768
O4 -0.137 0.162 0.363
O5 -0.203 -2.183 4.501
H15 -4.109 -5.440 -1.606
H16 6.966 -3.064 -1.852
C28 3.647 5.524 0.792
H17 5.377 0.055 0.791
H18 -4.089 3.658 -4.699
H19 -2.922 -3.932 -0.063
C29 3.310 3.202 0.370
H20 3.332 -3.696 0.539
C30 -3.514 -3.522 -0.874
H21 3.275 6.011 1.695
C31 3.462 -3.242 3.890
H22 3.454 -4.982 2.633
C32 5.397 2.186 0.935
H23 2.577 -1.021 -2.820
C33 -3.364 -1.245 1.765
C34 -3.761 3.969 -3.706
C35 -4.352 -2.167 2.090
C36 5.580 -2.473 -3.379
C37 -4.986 2.087 -0.682
C38 1.338 2.142 -0.432
H24 -5.054 4.717 -2.096
C39 3.353 -3.173 1.490
H25 6.428 2.216 1.264
H26 5.338 4.919 2.072
C40 -5.046 -2.474 -2.941
C41 3.546 -1.458 -2.608
C42 4.974 4.766 1.056
H27 6.204 -2.825 -4.190
C43 -1.390 2.870 -3.723
C44 -4.393 2.710 -1.737
H28 -1.986 0.242 2.504
H29 -5.982 2.341 -0.344
P2 -2.678 -1.092 0.106
C45 -3.624 -2.136 -1.030
C46 -4.950 -3.847 -2.775
H30 -1.030 3.371 -4.611
C47 3.323 -1.775 1.524
H31 3.313 -0.044 2.796
C48 5.212 -2.159 -1.023
C49 -2.298 1.391 -1.408
H32 3.448 -1.343 4.879
H33 0.503 1.954 -3.294
C50 -4.295 1.016 -0.080
H34 5.550 -2.280 0.000
H35 -4.441 -1.674 5.435
H36 3.496 -3.810 4.809

Computed properties:
F_max in eV Å⁻¹: 0.20
HOMO in Ha: -0.3824
E_tot in hartree: -3598.51474
Gap between HOMO and LUMO in eV: 7.50
Net charge: +1
Lowest unoccupied orbital energy in eV: -2.903

# 3
15 unconnected molecules or ions with the total composition C72H177N15O6. Source: the OMol25 dataset; level of theory: wB97M-V/def2-TZVPD.

Atoms and positions in Å:
H1 0.712 -1.090 8.923
C1 7.610 1.795 1.333
H2 -0.908 3.216 -5.194
H3 -1.156 -6.153 1.332
H4 0.956 1.444 -6.089
H5 0.148 3.679 -3.832
N1 4.473 0.483 5.331
C2 -0.184 4.785 1.892
H6 -2.646 -2.956 -4.752
C3 3.260 -4.833 2.984
C4 -1.925 -6.090 0.562
C5 1.697 -5.481 1.191
H7 -1.458 -1.967 9.639
H8 -6.233 -6.608 0.751
H9 -0.484 4.930 -5.006
H10 -0.610 -2.199 -3.605
C6 -4.759 0.319 -3.021
C7 1.100 -3.080 -7.148
H11 2.240 3.883 -2.952
H12 1.881 0.549 -7.292
H13 -2.409 -4.219 -5.905
H14 3.953 0.614 -1.106
C8 2.552 5.367 -6.799
H15 0.969 1.919 -2.270
H16 0.488 0.043 1.755
C9 -1.479 -0.251 7.307
C10 6.074 0.881 -2.593
H17 -5.187 3.300 -0.576
N2 -0.264 -4.420 3.744
H18 7.708 2.733 0.786
O1 -3.625 4.290 1.323
C11 -0.866 0.497 -1.979
C12 2.526 -0.254 3.977
H19 0.177 -1.231 -9.616
C13 -3.273 -5.625 1.099
C14 -0.370 -3.062 -6.722
H20 3.162 -5.689 -0.455
H21 4.522 -3.190 3.485
H22 -0.664 3.820 1.731
H23 1.701 7.556 4.077
H24 1.326 -3.356 -0.464
C15 -1.006 0.152 -8.449
C16 -4.633 1.438 -8.838
C17 -5.965 3.908 -3.540
C18 -5.779 2.783 0.179
H25 3.929 4.095 -2.697
H26 5.993 1.946 -2.810
H27 -2.638 5.181 -0.687
H28 -3.682 1.597 3.333
C19 3.188 3.345 -2.973
H29 3.667 -3.388 0.687
C20 -5.212 -1.055 1.736
H30 -5.274 4.699 -3.834
H31 3.105 1.635 -4.179
H32 4.401 -0.364 0.287
H33 -1.655 -2.967 3.492
N3 -0.595 -3.492 -5.317
H34 -3.942 -2.926 4.273
H35 -4.542 2.284 -8.156
H36 2.076 -6.997 -0.257
H37 -0.984 -3.268 8.589
C21 3.740 -3.806 3.930
C22 -2.449 1.195 -6.850
H38 -4.431 0.035 -4.021
H39 -5.226 1.828 -9.666
H40 2.450 0.704 5.778
N4 -2.436 0.362 -8.071
H41 -1.662 1.192 5.744
H42 -2.321 -0.571 -5.280
C23 1.230 -3.356 -3.711
C24 -0.626 -3.028 3.846
H43 0.472 0.956 -3.656
H44 5.735 3.659 4.692
C25 -2.329 -5.299 4.943
H45 6.314 0.132 1.570
H46 0.851 6.136 0.651
H47 2.387 2.813 -7.519
H48 -5.230 -2.248 -0.142
C26 -2.254 -1.975 -1.025
O2 -3.478 -4.429 1.334
H49 -4.362 -2.861 1.865
C27 -1.893 0.373 -5.617
H50 -1.217 -0.281 -2.657
C28 -4.357 -2.012 3.848
H51 -1.019 -0.334 5.198
H52 6.513 -0.488 -0.922
H53 -0.017 0.828 6.149
H54 -5.274 -1.816 4.404
H55 0.303 6.560 4.650
H56 2.205 0.675 3.505
H57 1.232 -3.599 8.227
H58 -2.811 0.053 -0.232
H59 -5.070 1.543 1.689
C29 0.530 -1.504 7.931
H60 0.862 -0.764 7.204
H61 -2.061 -4.317 -2.869
H62 -3.030 -2.591 -0.570
H63 -6.316 1.948 -0.271
H64 1.710 -2.688 -2.996
O3 -0.397 -6.567 4.147
H65 3.409 5.106 -4.832
C30 1.327 -2.732 7.574
H66 4.137 -5.275 2.512
H67 1.654 -3.975 -6.861
C31 4.865 0.390 7.753
H68 -1.565 -5.655 -3.973
C32 0.453 5.126 0.556
C33 4.339 0.658 -0.088
H69 0.883 -4.248 -3.190
H70 6.469 2.591 5.825
H71 2.253 5.926 2.380
H72 4.157 -4.255 4.832
C34 6.222 1.155 1.206
H73 -5.209 -0.430 -0.273
H74 1.189 -3.160 6.581
C35 3.323 1.459 0.697
H75 3.402 -6.755 0.934
H76 -3.546 6.202 -1.728
H77 8.423 1.156 0.988
H78 1.983 -3.685 -4.427
C36 0.106 3.800 4.103
H79 1.413 4.503 5.660
H80 -3.917 -7.485 0.982
H81 1.524 -2.199 -6.666
C37 -0.836 -0.829 -9.640
C38 4.475 1.919 5.100
C39 1.786 -2.633 0.210
H82 -1.886 2.129 -6.853
H83 0.932 -2.174 0.707
C40 1.009 3.574 5.258
H84 3.875 0.052 8.059
H85 2.922 5.133 -7.797
H86 -3.153 -5.272 -3.845
H87 -0.622 1.146 -8.680
H88 -0.559 -2.675 4.875
C41 1.957 1.106 -6.357
H89 1.863 2.908 5.132
C42 -0.616 1.175 0.267
C43 -3.335 2.591 3.051
N5 -0.812 -0.002 -0.548
N6 0.788 4.465 2.960
H90 2.397 -2.535 7.641
H91 0.259 1.664 2.148
H92 -3.666 -1.189 4.032
C44 0.583 0.945 -2.571
H93 5.131 0.357 -2.753
H94 7.861 2.114 2.345
H95 -0.981 -0.332 -10.599
H96 -2.546 -6.138 5.604
H97 5.655 1.752 1.921
C45 2.650 -6.268 0.314
H98 2.318 -1.974 -0.476
N7 2.230 -4.342 1.997
H99 -0.338 2.878 3.728
C46 -3.164 1.097 -9.190
N8 -4.225 -6.560 1.247
H100 2.984 -2.377 1.937
N9 5.637 1.268 -0.134
C47 -2.017 -0.692 -0.174
H101 -2.490 3.468 -3.724
H102 -1.514 1.789 0.199
H103 -0.455 -0.155 -7.561
C48 3.289 4.547 -5.761
C49 0.953 6.810 3.811
H104 4.325 4.494 -6.096
C50 1.698 5.577 3.250
H105 4.835 1.477 7.839
H106 1.469 5.247 -6.765
H107 1.654 -0.898 4.089
H108 3.894 2.362 5.909
H109 0.839 -5.073 0.655
C51 2.786 2.390 -6.597
H110 0.558 -1.769 -4.907
H111 3.087 2.434 0.270
C52 -1.596 -2.367 8.634
H112 -3.919 0.494 -2.348
H113 3.217 2.649 -2.134
C53 -4.026 3.217 1.786
H114 -3.711 -1.878 8.477
C54 -0.276 0.819 1.714
O4 -5.357 0.050 2.251
H115 5.526 0.126 8.579
H116 -3.484 1.459 -6.633
H117 3.928 2.227 4.209
C55 -2.186 -4.768 -3.854
C56 3.442 2.661 -4.327
H118 -5.220 0.645 -8.376
C57 -0.675 3.999 -4.472
H119 1.339 4.536 0.318
H120 -5.950 -6.687 2.578
H121 1.186 -2.916 -8.222
H122 -0.276 5.045 -0.250
H123 0.361 7.248 3.007
H124 -5.366 -0.496 -2.628
H125 0.605 -4.623 3.270
H126 1.337 0.177 -2.397
H127 -0.832 -2.093 -6.912
C58 0.075 -2.580 -4.362
H128 -2.570 -1.845 -2.060
H129 -3.363 -3.480 8.962
H130 1.304 -6.220 1.889
C59 6.479 0.581 -1.131
H131 -2.467 -4.377 5.508
C60 -0.948 -5.460 4.222
H132 -1.589 1.307 -2.082
N10 -4.942 2.449 1.262
C61 5.328 -0.137 6.400
C62 -1.880 5.188 -2.725
H133 -2.059 -7.092 0.155
H134 0.257 1.697 -0.125
C63 -5.547 -1.299 0.291
H135 -2.569 1.953 -9.508
H136 3.412 1.564 1.778
H137 -1.891 -0.931 0.882
H138 -1.332 0.382 8.182
H139 4.516 2.648 -4.515
H140 -3.662 3.317 3.796
H141 -6.633 -1.384 0.240
H142 -5.721 -5.190 1.663
H143 -6.535 1.408 -2.837
C64 -3.000 5.259 -1.712
H144 2.523 5.280 3.899
H145 2.725 -5.606 3.536
O5 -4.071 2.673 -4.244
C65 -5.654 -6.277 1.613
H146 -0.805 0.311 -5.589
H147 2.695 6.434 -6.630
H148 -3.137 0.438 -10.058
H149 3.258 -0.795 3.378
N11 -1.803 4.200 -3.613
H150 -6.572 3.435 0.546
H151 -3.736 4.463 -1.826
H152 5.287 -1.225 6.431
H153 -3.210 -2.954 7.237
H154 -1.111 0.470 2.322
O6 -1.087 6.067 -2.759
H155 -6.776 3.936 -4.268
H156 -0.910 -3.749 -7.375
C66 -1.995 -3.797 -4.989
H157 -1.566 -5.432 -0.229
C67 2.748 -3.175 1.233
H158 -0.934 5.476 2.277
H159 -1.502 -1.684 -9.531
H160 -2.136 0.944 -4.721
N12 2.668 3.236 -5.426
H161 -6.382 4.268 -2.600
H162 2.934 -3.120 4.191
H163 -2.255 2.604 2.909
C68 -1.000 0.374 6.027
H164 -2.551 -0.403 7.180
N13 -0.889 -1.593 7.575
H165 0.414 3.242 6.109
C69 -3.023 -2.700 8.280
H166 3.821 2.084 -6.752
C70 -5.097 2.625 -3.654
H167 2.427 0.450 -5.624
N14 -4.727 -2.097 2.416
H168 -0.058 -2.429 3.134
C71 3.092 -0.045 5.316
H169 -0.702 4.486 4.355
H170 6.384 0.047 6.205
H171 -3.078 -5.340 4.152
H172 2.362 0.953 0.614
H173 3.048 -0.934 5.946
N15 -5.569 1.519 -3.110
H174 6.386 2.121 4.180
H175 6.729 0.355 -3.288
H176 -1.402 -2.655 -1.003
C72 5.803 2.606 4.962
H177 7.473 1.027 -1.165

Computed properties:
F_max in eV Å⁻¹: 4.09
HOMO in Ha: -0.2793
E_tot in hartree: -4122.17682
Gap between HOMO and LUMO in eV: 7.79
Net charge: 0
Lowest unoccupied orbital energy in eV: 0.190

# 4
A molecular structure, C11H11BrErO2. Source: the OMol25 dataset; level of theory: wB97M-V/def2-TZVPD.

Atoms and positions in Å:
O1 -0.904 -0.597 3.428
H1 2.115 -0.620 -2.335
H2 -1.663 -3.152 -1.034
H3 -3.215 0.479 0.851
C1 -0.504 0.592 3.109
H4 3.128 1.921 1.060
C2 -2.796 -1.637 0.222
Br1 1.430 -2.900 0.643
C3 1.473 1.484 -1.833
H5 -0.689 -1.023 -2.339
O2 -0.159 0.773 1.890
H6 3.644 -0.451 -0.141
H7 -1.616 1.173 -1.189
C4 2.256 0.288 -1.746
C5 -1.902 -2.127 -0.785
C6 -1.786 0.166 -0.810
H8 -0.441 1.358 3.919
H9 1.245 3.192 -0.407
Er1 -0.721 -1.431 1.416
C7 2.798 1.642 0.059
C8 3.073 0.382 -0.570
H10 -3.239 -2.218 1.024
C9 1.806 2.314 -0.724
C10 -1.302 -1.006 -1.435
H11 0.637 1.616 -2.513
C11 -2.669 -0.219 0.241

Computed properties:
F_max in eV Å⁻¹: 3.22
HOMO (spin up / spin down) in Ha: -0.0854 / -0.0854
E_tot in hartree: -4165.38836
Multiplicity: 4
<S²>: 3.75
Gap between HOMO and LUMO (spin up / spin down) in eV: 4.23 / 4.25
Net charge: -1
Lowest unoccupied orbital energy (spin up / spin down) in eV: 1.909 / 1.930